No. 1
162
Properties=species:S:1:pos:R:3:forces:R:3 method="wB97M-V/def2-TZVPD" total_charge=0 e_lumo_ev=-4.66 e_homo_ev=-6.79
Mg 5.0417 1.6090 0.0695 -1.102 -0.412 -0.043
Mg 1.9256 1.6924 -5.3444 -0.150 0.055 -0.517
C 6.0425 -8.6442 -3.6871 1.012 1.215 0.918
C 4.5774 -8.2658 -3.6021 -0.592 -1.792 -0.518
C 3.9946 -8.3622 -2.1791 -0.811 -0.173 -0.612
N 2.4101 -8.3943 -2.1703 1.576 0.317 1.115
C 1.9303 -6.9448 -2.6687 -0.845 -1.124 0.953
C 0.3985 -6.7448 -2.4295 2.040 -1.283 -0.229
C 0.0696 -7.0242 -0.9488 -0.876 1.098 0.599
C 0.4423 -8.3956 -0.3850 2.060 -0.723 -2.545
C 2.0243 -8.6874 -0.6564 -2.232 0.197 -0.609
C 1.9893 -9.6116 -3.0351 -0.814 1.933 0.444
H 6.5161 -7.9092 -3.0363 0.762 -0.500 0.420
H 6.5810 -8.4894 -4.6221 -0.788 0.102 -0.404
H 6.2511 -9.6785 -3.4137 -0.107 0.153 0.432
H 4.1451 -9.1257 -4.1138 -0.679 0.479 -0.552
H 4.3678 -7.3364 -4.1315 -0.069 -0.048 0.225
H 4.3519 -7.5645 -1.5279 -0.322 0.023 0.066
H 4.1992 -9.3347 -1.7313 0.532 0.094 -0.018
H 2.4961 -6.2435 -2.0553 0.120 -0.145 0.055
H 2.2306 -6.8167 -3.7086 -0.064 -0.314 0.096
H 0.1701 -5.7422 -2.7909 -0.158 0.078 0.468
H -0.0664 -7.4272 -3.1412 -0.539 -0.136 0.248
H 0.4984 -6.2256 -0.3434 0.368 0.081 0.009
H -0.9974 -6.8415 -0.8216 -0.171 -0.268 0.010
H 0.1403 -8.7453 0.6022 0.253 0.868 0.231
H -0.0712 -9.1023 -1.0368 -0.098 -0.302 -0.068
H 2.6596 -8.1582 0.0538 0.094 0.387 -0.525
H 2.1860 -9.7545 -0.5041 0.204 0.028 -0.199
H 2.0820 -9.2402 -4.0557 -0.233 -0.515 0.024
H 0.9540 -9.8166 -2.7629 0.029 0.030 -0.347
H 2.5656 -10.5197 -2.8580 0.371 0.463 0.207
C -3.9685 0.2641 9.1552 0.235 0.695 0.538
C -3.3704 -0.5278 8.0061 -1.146 -2.517 -0.430
C -4.2863 -1.8561 7.7487 0.525 0.768 -1.412
N -4.1057 -2.4612 6.3264 -0.788 -0.981 -2.130
C -4.9854 -3.7886 6.1712 1.276 -0.644 1.651
C -4.7028 -4.7294 4.9627 -1.283 2.683 -0.428
C -3.2452 -4.9297 4.7262 1.157 -0.307 -0.256
C -2.3460 -3.6719 4.7596 -1.223 0.344 1.715
C -2.6348 -2.9061 6.0960 -0.473 0.898 -0.312
C -4.6714 -1.5185 5.2263 0.010 -0.043 0.396
H -5.0253 0.1420 9.3926 -0.098 -0.463 -0.513
H -3.8787 1.3352 8.9742 0.284 -0.005 0.096
H -3.4498 0.0224 10.0829 0.061 0.156 -0.011
H -2.3716 -0.8988 8.2361 -0.028 0.043 0.348
H -3.1979 0.0296 7.0855 -0.636 0.113 -0.005
H -5.3613 -1.6872 7.8120 0.055 0.588 -0.064
H -4.1278 -2.6712 8.4548 0.574 0.101 -0.010
H -4.6433 -4.3402 7.0469 -0.178 -0.055 0.315
H -6.0318 -3.5383 6.3464 0.127 0.220 -0.349
H -5.2314 -5.6812 5.0155 -0.003 0.102 0.681
H -5.2124 -4.2241 4.1423 0.263 -0.097 -0.576
H -2.9360 -5.6003 5.5279 0.496 -0.136 -0.011
H -3.1177 -5.4616 3.7834 0.117 -0.049 0.035
H -1.2808 -3.8936 4.8266 -0.070 -0.307 -0.185
H -2.4792 -3.0015 3.9105 -0.146 -0.077 -0.029
H -2.4085 -3.4619 7.0059 0.047 -0.435 -0.227
H -2.0280 -2.0031 6.1625 -0.102 0.096 -0.166
H -4.6266 -1.8997 4.2061 0.664 -0.551 0.284
H -4.2094 -0.5312 5.2190 0.103 -0.231 0.339
H -5.7483 -1.4267 5.3680 0.099 0.143 0.550
C -0.3474 7.9151 5.9004 0.457 -0.178 -1.357
C -1.2832 7.6392 4.6805 -0.842 0.462 -0.227
C -0.7823 8.2954 3.3280 -0.567 -2.124 -0.107
N -1.6172 7.8646 2.0463 0.771 0.613 -0.164
C -3.0250 8.5677 2.1192 0.841 -0.532 -1.352
C -3.7208 8.6913 0.7022 0.015 0.519 0.569
C -2.7799 9.2336 -0.3769 0.864 0.105 -0.100
C -1.4896 8.4208 -0.4350 -1.565 -0.754 -0.917
C -0.7857 8.4638 0.8546 0.783 -0.144 1.016
C -1.7444 6.3246 1.8655 -0.285 1.035 0.554
H -0.6905 7.6646 6.9042 -0.522 0.024 -0.353
H 0.0167 8.9424 5.8865 -0.277 0.131 0.135
H 0.5462 7.3148 5.7297 0.134 -0.080 0.119
H -2.3337 7.8751 4.8503 0.006 1.272 0.325
H -1.5235 6.5814 4.5732 1.237 -0.422 -0.305
H 0.2159 7.9249 3.0946 0.076 -0.085 0.127
H -0.7108 9.3822 3.2841 -0.449 -0.085 0.351
H -2.8490 9.5809 2.4805 0.346 -0.020 -0.085
H -3.5476 8.0562 2.9275 -0.327 -0.179 -0.470
H -4.4710 9.4737 0.8176 -0.261 -0.139 0.326
H -4.2738 7.8257 0.3374 0.333 -0.335 0.348
H -2.5096 10.2640 -0.1456 -0.023 0.220 0.174
H -3.2162 9.2891 -1.3742 -0.403 -0.280 0.210
H -0.8717 8.6091 -1.3130 0.302 0.598 0.358
H -1.7723 7.3886 -0.6422 -0.051 -0.282 0.018
H -0.4937 9.4675 1.1635 -0.412 0.204 0.027
H 0.1681 7.9466 0.7502 -0.130 -0.535 0.522
H -0.7878 5.8046 1.8135 0.242 0.581 0.056
H -2.2840 6.0986 0.9458 -0.096 0.264 0.207
H -2.2821 5.9588 2.7402 -0.117 -0.012 -0.279
C 4.1951 6.6949 -2.9901 -1.903 -2.978 1.114
F 3.3166 7.2680 -3.8138 1.323 0.501 -0.114
F 5.4040 6.4514 -3.4233 0.266 0.610 -1.255
F 4.3032 7.3530 -1.8593 -0.125 1.075 0.435
S 3.3727 5.0155 -2.5571 -1.277 -3.423 0.626
O 2.2083 5.2304 -1.7274 -0.167 1.522 -0.608
O 3.0983 4.2915 -3.8130 0.181 0.954 -0.154
O 4.3155 4.2165 -1.7548 1.789 0.048 0.405
C -3.3566 3.8326 -4.3747 2.779 0.759 -1.138
F -4.4908 4.4498 -4.5288 -0.777 1.195 0.048
F -2.7108 4.2746 -3.2530 -0.721 -0.203 -0.055
F -3.6228 2.5737 -4.2724 -0.046 -1.873 0.570
S -2.1407 4.1292 -5.8410 -0.329 0.009 -2.657
O -1.7907 5.5424 -5.7628 -0.026 -0.974 0.767
O -1.0081 3.1657 -5.7264 -0.152 0.390 1.057
O -2.9370 3.7908 -7.0298 0.317 0.205 1.592
C -0.8316 -0.1190 -0.2608 1.426 3.116 -0.432
F -0.6765 -0.3102 1.0191 0.695 -0.199 1.860
F -1.5675 -1.0541 -0.6955 -1.611 -1.620 -1.511
F -1.4547 1.1092 -0.3784 0.691 -1.345 -0.342
S 0.8763 -0.1220 -1.1531 3.372 -0.487 -2.553
O 1.3137 -1.5504 -1.2767 -1.580 2.536 1.009
O 0.6694 0.4998 -2.4985 -0.390 -0.607 1.722
O 1.8306 0.7155 -0.3460 -1.376 -0.950 -0.146
C 5.4243 -2.7486 -4.1607 1.138 2.998 -1.412
F 5.6713 -3.4086 -3.0843 -0.834 -1.507 1.934
F 6.4100 -3.1706 -5.0180 -2.006 0.279 -0.200
F 4.1327 -2.8755 -4.6049 2.078 -0.748 0.390
S 5.7572 -0.8563 -3.7994 1.649 2.028 -3.038
O 5.5312 -0.5984 -2.3999 -0.375 -0.300 2.478
O 7.1538 -0.5781 -4.2112 -2.267 -1.189 0.678
O 4.7510 -0.1643 -4.6121 -0.106 -0.496 -0.013
C -7.5066 -2.3347 -0.6563 -2.224 1.848 -0.983
F -7.6452 -3.5500 -1.1520 0.708 -0.874 0.112
F -7.5687 -2.4081 0.7027 1.027 -0.022 -0.681
F -6.3439 -1.7937 -1.1090 -0.503 -0.688 1.049
S -9.0398 -1.3313 -1.2726 -2.068 1.958 2.282
O -10.1913 -2.0209 -0.6514 1.692 -0.089 -0.537
O -8.8733 0.0218 -0.6839 0.693 -1.703 -0.619
O -9.0297 -1.3683 -2.7068 0.767 -0.485 -0.410
C 3.5135 -0.7147 3.9367 0.625 1.009 -0.564
F 2.9719 -1.1385 2.7866 0.212 0.431 0.576
F 2.7758 0.2284 4.4950 -0.362 0.269 -0.522
F 3.5753 -1.6969 4.7845 0.391 -1.152 0.472
S 5.3140 -0.0636 3.5600 0.269 -1.821 -1.595
O 6.1582 -0.3421 4.7042 -1.243 1.062 -1.152
O 5.6894 -0.7822 2.3522 -0.543 0.809 -0.169
N 5.0088 1.5703 2.9782 0.462 -2.827 1.384
S 5.2244 2.3334 4.3757 1.731 4.948 4.531
O 4.7072 1.7629 5.6426 -0.189 0.311 -3.025
O 6.5610 2.9215 4.5840 -1.861 -1.138 -1.380
C 4.1677 3.9214 4.0372 1.250 -0.402 -0.223
F 4.3034 4.8753 5.0306 -0.522 -1.779 -1.823
F 4.5624 4.4082 2.8471 1.025 0.736 0.310
F 2.9263 3.5897 3.7749 -1.428 -0.072 1.304
C 1.7606 2.5523 -10.3125 -0.832 -0.804 0.710
F 2.2321 2.9452 -11.4891 -0.105 -0.527 0.656
F 1.3640 3.6534 -9.6353 0.106 -1.376 -0.546
F 0.7315 1.6544 -10.4857 1.468 1.802 0.202
S 3.1404 1.6350 -9.2504 1.641 -0.116 -0.241
O 4.0258 0.9450 -10.1987 -2.243 0.938 1.598
O 3.8120 2.6429 -8.4469 -1.517 -0.614 0.046
N 2.1671 0.5764 -8.1004 0.927 2.987 -1.202
S 2.3729 -0.8469 -8.7565 1.531 -4.876 -1.643
O 2.0428 -1.0237 -10.1663 -0.567 1.001 1.412
O 3.6669 -1.4231 -8.4250 -1.105 0.394 0.650
C 1.0319 -1.9884 -7.9054 0.324 1.632 -1.563
F -0.0957 -1.8081 -8.6045 0.297 -0.549 0.465
F 1.3417 -3.3224 -7.9377 -0.329 2.144 0.847
F 0.8196 -1.4321 -6.6886 0.093 -1.451 0.317

***

No. 2
119
Properties=species:S:1:pos:R:3:forces:R:3 method="wB97M-V/def2-TZVPD" total_charge=0 de_lowest_ev=0.000 e_lumo_ev=0.35 e_homo_ev=-9.89
C 3.5142 3.2368 2.4712 -0.234 0.664 -0.843
C 2.9092 3.2114 1.4226 -0.226 -1.224 1.156
C 2.0155 2.7869 0.3323 0.331 1.148 -0.840
C 2.7354 1.8737 -0.6757 0.674 0.185 0.235
C 3.3266 0.5789 -0.0790 -1.720 0.622 -0.964
C 2.2830 -0.5763 0.2076 2.956 0.922 0.568
C 1.1545 -0.6262 -0.8207 -0.910 -0.415 0.243
C 0.0926 -1.7329 -0.6022 -0.349 0.200 -0.138
C -1.1749 -1.5023 -1.4836 -0.384 0.615 0.155
P -2.5926 -0.8949 -0.4930 0.129 0.273 0.105
O -2.5654 -1.4074 0.8836 0.049 -0.290 0.320
O -2.4594 0.7042 -0.6180 -0.612 -1.168 -0.225
C -3.3204 1.4103 0.2861 0.556 2.096 0.305
C -2.6910 2.8065 0.5131 -0.080 0.068 -0.201
O -4.0318 -1.2363 -1.1779 1.264 -0.127 0.421
C -4.8391 -2.1189 -0.3682 -1.886 -0.158 -0.391
C -5.6089 -1.3840 0.7438 0.787 -0.760 0.652
C 1.9377 -0.5867 1.7288 -0.889 -0.922 -0.708
S 0.4484 0.2735 2.3521 -1.817 1.975 1.405
C -0.3866 -0.7392 3.5855 0.041 -0.566 -0.082
O -0.5321 0.5839 1.3464 0.398 -0.754 -0.895
O 0.8782 1.4630 3.0551 0.903 -0.548 0.196
O 1.7266 -1.9682 2.0211 -0.065 -0.838 0.641
C 2.4493 -2.8068 1.1848 -0.037 1.052 0.281
O 2.4201 -3.9986 1.2792 -0.152 0.974 -0.072
C 3.2404 -1.8496 0.2479 -1.849 -2.503 0.036
C 3.2584 -2.6199 -1.1149 1.018 0.784 -0.492
O 4.4304 -3.3816 -1.3114 -0.629 -0.276 -0.349
C 4.2506 -4.7874 -1.1647 1.069 -0.030 0.556
C 4.5872 -1.7104 0.9419 0.611 0.713 -0.865
C 5.7586 -1.4298 0.2416 -1.086 -0.212 -0.049
C 6.9173 -1.3309 0.9607 1.638 0.488 -1.225
N 7.0781 -1.4362 2.2653 0.123 -0.248 0.533
C 5.9720 -1.6979 2.9373 0.065 0.164 -0.013
C 4.7581 -1.8157 2.3024 -1.616 -0.462 1.018
H 4.0252 3.4712 3.3756 0.094 -0.121 -0.022
H 1.7778 3.7090 -0.2189 -0.219 -0.194 -0.016
H 1.0595 2.4066 0.6959 0.225 -0.122 0.228
H 2.1295 1.7077 -1.5708 -0.117 -0.129 0.251
H 3.5930 2.4609 -1.0323 -0.082 -0.134 0.017
H 4.0226 0.1999 -0.8318 0.099 0.035 0.253
H 3.8471 0.8747 0.8334 0.211 -0.334 -0.131
H 1.5150 -0.6906 -1.8526 0.355 0.034 0.239
H 0.6154 0.3257 -0.7673 0.080 -0.134 0.095
H -0.1791 -1.7332 0.4540 -0.253 -0.147 -0.194
H 0.4399 -2.7448 -0.8298 0.268 0.206 0.062
H -1.4982 -2.4079 -2.0040 0.067 0.058 0.083
H -0.9880 -0.7294 -2.2399 0.024 -0.234 -0.042
H -3.3970 0.9385 1.2659 -0.025 -0.488 -0.348
H -4.3007 1.5950 -0.1625 0.019 -0.611 0.011
H -1.6340 2.8163 0.2374 -0.086 -0.226 0.175
H -2.7743 3.1044 1.5613 -0.006 -0.020 -0.121
H -3.1757 3.5727 -0.1004 -0.008 -0.119 0.095
H -4.3015 -2.9888 0.0091 0.326 0.349 0.033
H -5.6084 -2.5228 -1.0381 0.374 0.153 -0.279
H -6.6131 -1.7992 0.8632 -0.001 0.236 -0.296
H -5.1010 -1.5951 1.6911 -0.013 0.384 -0.066
H -5.6296 -0.3055 0.5924 -0.168 -0.120 -0.133
H 2.7320 -0.1670 2.3526 0.005 -0.047 -0.186
H -0.3290 -1.8057 3.3664 0.140 0.132 0.034
H -0.0165 -0.4903 4.5801 0.332 -0.111 -0.227
H -1.4432 -0.4629 3.5471 0.196 0.219 -0.381
H 3.2221 -1.8984 -1.9425 0.090 -0.001 0.177
H 2.3734 -3.2515 -1.2202 0.064 0.095 0.220
H 4.3879 -5.0413 -0.1071 -0.483 -0.183 -0.130
H 3.2998 -5.1559 -1.5600 0.017 0.150 0.097
H 5.0821 -5.2685 -1.6882 -0.218 0.122 -0.178
H 5.7410 -1.2987 -0.8312 0.231 -0.098 0.048
H 7.8235 -1.1396 0.3844 -0.014 0.037 0.213
H 6.0180 -1.8141 4.0153 0.169 0.070 -0.062
H 3.8940 -2.0030 2.9378 0.172 -0.122 -0.020
C 8.0357 7.5343 1.7989 0.278 0.008 0.040
O 6.7994 7.6427 1.0940 0.013 0.016 -0.044
C 5.7243 7.3498 1.8285 -0.038 -0.004 -0.104
O 5.7302 7.0181 2.9847 0.023 -0.009 0.037
O 4.6471 7.4884 1.0585 -0.012 0.042 -0.063
C 3.4134 7.2035 1.7221 -0.347 -0.079 0.095
H 8.8256 7.7955 1.0994 -0.150 0.026 -0.130
H 8.0630 8.2285 2.6374 -0.064 -0.102 0.065
H 8.1935 6.5139 2.1447 -0.075 0.042 0.106
H 3.2557 7.8877 2.5545 0.105 -0.086 0.069
H 3.3924 6.1699 2.0631 0.059 0.046 0.099
H 2.6128 7.3487 1.0015 0.185 0.057 -0.170
C -1.4749 4.3858 4.2967 0.286 -0.182 -0.093
O -2.5902 4.9293 5.0080 -0.047 -0.082 0.023
C -2.7766 6.2340 4.8180 -0.043 -0.085 0.058
O -2.1058 6.9514 4.1239 0.008 0.037 -0.023
O -3.8396 6.6090 5.5326 -0.029 -0.022 0.025
C -4.1581 7.9960 5.4225 -0.142 0.241 0.048
H -1.4149 3.3258 4.5280 -0.212 0.033 0.123
H -1.6091 4.5034 3.2229 0.066 0.128 0.019
H -0.5499 4.8601 4.6200 -0.026 0.095 -0.119
H -4.3987 8.2551 4.3926 0.136 0.014 -0.011
H -3.3360 8.6099 5.7870 0.046 -0.016 -0.128
H -5.0323 8.1727 6.0436 0.014 -0.196 0.040
C -5.5713 -4.0374 -4.3716 0.377 0.010 0.091
O -6.7820 -3.9011 -5.1169 0.014 0.014 -0.054
C -7.8828 -4.1962 -4.4263 0.015 0.045 -0.101
O -7.9226 -4.5501 -3.2775 -0.008 -0.005 0.042
O -8.9334 -4.0303 -5.2307 -0.002 0.007 -0.043
C -10.1910 -4.3136 -4.6167 -0.288 -0.027 0.021
H -4.7475 -3.7732 -5.0296 -0.170 0.025 -0.174
H -5.5626 -3.3580 -3.5202 -0.085 -0.102 0.062
H -5.4363 -5.0664 -4.0417 -0.088 0.042 0.112
H -10.3667 -3.6466 -3.7742 0.074 -0.092 0.067
H -10.2370 -5.3529 -4.2953 0.064 0.049 0.111
H -10.9579 -4.1425 -5.3674 0.156 0.048 -0.119
C 0.3990 -5.1764 -3.3009 0.274 0.036 0.200
O -0.7550 -4.9528 -4.1048 -0.066 0.015 -0.018
C -0.7808 -5.6689 -5.2349 -0.039 0.173 0.093
O 0.0509 -6.4585 -5.5910 0.027 -0.026 0.020
O -1.8876 -5.3382 -5.8929 -0.185 0.038 -0.070
C -2.0656 -6.0186 -7.1373 -0.124 -0.092 -0.255
H 0.3073 -4.5402 -2.4230 -0.192 0.018 -0.055
H 0.4548 -6.2169 -2.9850 0.070 -0.001 -0.083
H 1.3002 -4.8931 -3.8444 0.015 -0.146 -0.029
H -2.1395 -7.0934 -6.9806 0.140 0.007 0.004
H -1.2512 -5.7875 -7.8217 0.069 -0.097 0.075
H -2.9979 -5.6603 -7.5655 -0.010 0.113 0.166